Density functional theory data (ωB97M-V with the def2-TZVPD basis set) for a 2-piece molecular cluster, C4H12N2O overall at a distorted geometry.

The geometry in XYZ format:
```
19
Properties=species:S:1:pos:R:3:forces:R:3
O -1.6554 -0.9371 1.3152 -0.1 0.0 0.2
N 0.1909 -2.5046 -0.3934 0.1 -0.3 0.1
N 0.7312 -0.5284 -1.5579 0.2 0.3 -0.3
C 0.4236 2.0941 1.1586 0.3 0.1 -0.2
C 1.2329 2.2832 0.1255 -0.1 0.1 0.4
C 0.1988 -1.0680 -0.3443 -1.6 1.0 0.9
C -1.2717 -0.4854 0.0341 1.1 -0.8 -0.8
H 0.7070 1.4729 1.9945 0.1 -0.1 0.1
H -0.2922 -2.8371 -1.2218 0.0 0.0 0.1
H 0.1469 -0.7631 -2.3534 0.0 0.2 0.0
H 2.2091 1.8292 0.0770 0.2 -0.1 0.0
H -1.3813 0.6030 -0.0729 0.4 -0.2 0.1
H 0.8183 0.4846 -1.4822 -0.1 -0.4 -0.2
H -1.0568 -0.5579 1.9658 0.0 0.1 0.0
H 0.8589 -0.7704 0.4815 0.0 0.0 -0.1
H 0.9581 2.9235 -0.6980 -0.1 0.1 -0.1
H -1.9816 -0.9342 -0.6676 0.0 -0.1 0.0
H -0.2918 -2.8676 0.4234 0.0 0.0 -0.2
H -0.5449 2.5633 1.2158 -0.2 0.1 0.0
```
Forces are in eV/Å.

The energy above the lowest of the compared OMol25 structures with the same formula, charge and spin comes out at 52.23 kcal per mole. The value obtained for the largest force on an atom is 2.1 eV/A. The frontier orbital gap is 9.60 eV. The calculation puts the HOMO energy at -8.7 eV.

Atom charges from the Löwdin analysis, given in e for atoms 1 to 2: O -0.078; N 0.042

=====

Density functional theory data (ωB97M-V with the def2-TZVPD basis set) for one molecule with the formula C5H9NO.

The geometry in XYZ format:
```
16
Properties=species:S:1:pos:R:3:forces:R:3
O 1.1319 -1.2949 -0.5686 0.0 -0.2 0.0
N 0.0294 0.2839 1.4935 0.1 -0.2 0.2
C -1.9202 -0.4107 -0.0636 0.0 -0.1 0.0
C 0.3339 0.9035 0.2107 0.1 0.2 -0.1
C -1.0730 0.6432 0.6064 -0.2 0.1 -0.1
C 2.4887 -0.9672 -0.4297 0.0 -0.1 0.1
C 0.9920 0.0857 -0.8746 -0.3 0.1 0.1
H 0.7078 1.9225 0.2860 0.0 -0.1 0.0
H 0.5521 0.1736 -1.8699 0.1 0.0 0.1
H 2.0726 0.4413 -1.0809 0.1 0.1 0.0
H 0.2093 -0.7170 1.4159 0.0 0.1 0.0
H 2.5567 -0.5295 0.6037 0.0 0.0 -0.2
H -2.4667 0.0182 -0.9102 0.1 0.0 0.1
H -1.6360 1.5020 0.9705 0.1 -0.1 -0.1
H -2.6601 -0.8067 0.6397 0.1 0.1 -0.1
H -1.3185 -1.2479 -0.4290 -0.1 0.1 0.0
```
Forces are in eV/Å.

The energy above the lowest of the compared OMol25 structures with the same formula, charge and spin comes out at 145.81 kcal per mole. The value obtained for the largest force on an atom is 0.3 eV/A. The frontier orbital gap is 9.39 eV. The calculation puts the HOMO energy at -8.8 eV.

Atom charges from the Löwdin analysis, given in e for atoms 1 to 2: O -0.204; N 0.069

=====

Density functional theory data (ωB97M-V with the def2-TZVPD basis set) for C15H19N3O10PS2Zr as an isolated structure at a distorted geometry.

The geometry in XYZ format:
```
51
Properties=species:S:1:pos:R:3:forces:R:3
Zr -0.9111 -0.2650 0.3826 0.0 -0.4 0.8
S -2.7986 -0.3740 -1.6216 -0.2 0.0 -0.1
S -0.7695 2.2206 -0.7475 0.1 0.2 -0.3
P 1.9964 -0.4897 -0.0976 0.4 -0.1 0.2
O -3.9005 -1.1044 -2.1169 -0.1 -0.1 -0.1
O -1.5139 -1.1406 -1.5068 -0.5 0.0 -0.6
O -0.1025 0.9425 -1.1827 0.2 0.6 -0.3
O 0.7352 -1.6476 0.1079 0.7 -0.2 0.1
O -0.9139 -0.4331 2.4177 -0.6 0.4 0.7
O -1.2338 1.8450 0.6369 0.2 0.6 -0.4
O -2.9084 0.1814 -0.2217 -0.4 -0.1 -0.3
O 3.1665 -1.1018 0.7785 0.2 -0.1 0.1
O 1.1894 0.3967 1.0781 0.4 -0.1 -0.3
O 0.0129 3.3970 -0.8101 0.0 0.2 0.1
N -2.2656 -2.2329 1.1028 -0.3 -0.7 -0.4
N -5.3839 0.6518 3.3208 0.0 0.0 0.0
N -2.0424 0.1069 2.8967 -0.1 -0.2 0.2
C 1.8017 1.6385 1.5762 -0.1 -0.1 -0.1
C 2.3693 1.3916 2.9468 0.0 0.0 0.1
C 0.9085 -2.7508 1.1374 0.0 0.0 -0.3
C -3.4956 1.2838 -3.6091 0.1 0.1 0.0
C 4.9731 -2.3469 -0.3176 0.0 -0.1 0.0
C -4.3983 0.1688 2.9878 0.1 -0.2 -0.1
C 1.5718 -3.9268 0.4849 0.0 -0.1 -0.1
C -2.6842 1.1606 -2.5049 0.1 0.3 0.2
C -2.0587 2.3135 -1.9573 -0.1 -0.2 -0.2
C -2.2614 3.5484 -2.5311 -0.1 -0.1 0.0
C -3.6858 2.5404 -4.1878 -0.1 0.0 -0.1
C 4.5432 -1.0306 0.2687 -0.1 0.0 0.0
C -3.1734 -0.4262 2.5438 0.1 -0.2 0.1
C -3.0959 3.6587 -3.6443 0.0 0.1 0.0
C -3.0358 -1.5737 1.6513 0.1 0.4 1.0
H 1.0138 2.3841 1.5863 0.0 0.0 0.0
H 1.4685 -2.3366 1.9683 0.0 0.1 0.0
H 0.9882 -4.2792 -0.3649 0.0 0.0 0.0
H -4.0023 0.4102 -3.9957 0.0 0.0 0.0
H 4.9145 -3.1457 0.4220 0.0 0.0 0.0
H 6.0097 -2.2662 -0.6481 0.0 0.0 0.0
H -1.7526 4.4135 -2.1288 0.0 0.0 0.0
H -3.2650 4.6312 -4.0863 0.0 0.0 0.0
H 1.5963 1.0037 3.6094 0.0 0.0 0.0
H 2.5583 1.9505 0.8520 0.0 0.0 0.0
H 5.1425 -0.7537 1.1313 0.0 0.0 0.0
H 1.6336 -4.7320 1.2190 0.0 0.0 0.0
H 2.5779 -3.6914 0.1475 0.0 0.0 0.0
H 3.1950 0.6816 2.9180 0.0 0.0 0.0
H 2.7332 2.3358 3.3552 0.0 0.0 0.0
H -4.3220 2.6318 -5.0581 0.0 0.0 0.0
H 4.3645 -2.6173 -1.1825 0.0 0.0 0.0
H 4.6063 -0.2238 -0.4635 0.0 0.0 0.0
H -0.0951 -2.9987 1.4572 -0.1 0.1 0.0
```
Forces are in eV/Å.

The energy above the lowest of the compared OMol25 structures with the same formula, charge and spin comes out at 9.24 kcal per mole. Its net charge is +1. The value obtained for the largest force on an atom is 1.1 eV/A. The frontier orbital gap is 9.30 eV. The calculation puts the HOMO energy at -13.4 eV.

Atom charges from the Löwdin analysis, given in e for atoms 1 to 2: Zr 1.832; S 0.602

=====

- What is the frontier orbital gap in the second record?
  9.39 eV

=====

- Which value of energy above the lowest of the compared OMol25 structures with the same formula, charge and spin does entry 2 give?
  145.81 kcal per mole

=====

- energy above the lowest of the compared OMol25 structures with the same formula, charge and spin of number 1 (C4H12N2O)?
  52.23 kcal per mole

=====

- Among the records above, which one has the highest frontier orbital gap?
  C4H12N2O